(1)
ORCA calculation (ωB97M-V/def2-TZVPD) on C13H33N4O11SZr as an isolated structure in a non-equilibrium geometry.

Values from the calculation:
* HOMO: -3.68 eV
* frontier orbital gap: 6.03 eV
* E_LUMO: 2.348 eV

```
! wB97M-V def2-TZVPD RIJCOSX def2/J DEFGRID3
* xyz -1 1
Zr 0.106 0.111 0.415
O 0.938 1.216 1.901
H 1.429 1.662 2.584
O -1.336 0.096 -1.069
H -1.821 -0.257 -1.810
C -1.721 -2.269 2.219
O -0.777 -1.542 1.557
H -2.136 -1.697 3.072
H -2.611 -2.522 1.612
H -1.312 -3.223 2.591
S 2.863 0.702 -1.813
O 2.764 2.040 -2.465
O 2.824 -0.271 -2.943
O 4.034 0.463 -0.968
O 1.621 0.578 -0.967
C 2.864 -1.535 1.590
O 1.873 -1.047 1.116
N 2.975 -1.880 2.895
C 4.235 -2.400 3.400
C 1.889 -1.677 3.833
H 3.778 -1.839 1.058
H 4.627 -3.173 2.736
H 3.990 -2.911 4.330
H 5.006 -1.646 3.562
H 1.394 -2.608 4.113
H 2.253 -1.156 4.722
H 1.164 -1.011 3.363
C -2.493 2.038 1.831
O -1.796 1.198 1.333
N -3.789 2.226 1.507
C -4.652 3.081 2.275
C -4.452 1.376 0.548
H -2.198 2.692 2.669
H -4.963 3.981 1.733
H -4.198 3.455 3.195
H -5.570 2.586 2.601
H -5.365 1.793 0.127
H -3.771 1.164 -0.280
H -4.677 0.379 0.941
C 0.379 -2.620 -1.936
O 0.509 -1.821 -1.039
N 1.409 -3.361 -2.393
C 1.145 -4.346 -3.429
C 2.817 -3.114 -2.145
H -0.565 -2.820 -2.467
H 1.276 -3.840 -4.391
H 0.090 -4.631 -3.420
H 1.707 -5.267 -3.301
H 3.203 -4.025 -1.665
H 3.314 -2.932 -3.095
H 3.015 -2.301 -1.455
C 0.122 3.060 -1.392
O -0.055 2.374 -0.413
N -0.817 3.410 -2.299
C -2.207 3.094 -2.153
C -0.443 4.333 -3.344
H 1.069 3.544 -1.664
H -2.761 3.085 -3.093
H -2.666 3.931 -1.592
H -2.456 2.201 -1.590
H -0.661 5.357 -2.999
H 0.616 4.270 -3.577
H -1.026 4.250 -4.262
*
```



(2)
ORCA calculation (ωB97M-V/def2-TZVPD) on a 2-piece molecular cluster, C13H34BClNO6P overall.

Values from the calculation:
* HOMO: -6.40 eV
* frontier orbital gap: 5.40 eV
* E_LUMO: -0.992 eV

```
! wB97M-V def2-TZVPD RIJCOSX def2/J DEFGRID3
* xyz 0 1
C 2.194 2.068 0.651
C 1.930 0.557 0.550
O 2.228 -0.132 1.754
B 1.267 -0.287 2.760
O 0.802 -1.562 3.032
C 0.758 0.989 3.529
O 1.750 1.737 4.170
P 1.015 3.251 4.860
C 2.608 4.178 4.753
O -0.630 2.223 4.898
C -0.388 0.991 4.566
O -0.097 0.099 5.595
Cl -2.026 0.273 3.785
H 2.634 2.274 1.631
H 2.896 2.397 -0.122
H 1.287 2.671 0.576
H 0.893 0.361 0.238
H 2.569 0.102 -0.216
H 0.411 -2.043 2.296
H 0.335 1.629 2.706
H 1.235 2.694 6.146
H 0.222 4.317 5.369
H 0.646 3.547 3.486
H 3.075 4.033 3.777
H 2.443 5.249 4.915
H 3.305 3.821 5.519
H -0.902 -0.105 6.085
C 1.167 -0.574 -2.760
C -0.170 -0.584 -3.470
N -0.715 -1.970 -3.796
C 0.297 -2.698 -4.621
C -1.947 -1.834 -4.670
C -3.161 -1.127 -4.091
C -0.960 -2.828 -2.571
C -1.799 -2.273 -1.442
O -1.166 -1.162 -0.894
C -2.028 -0.393 -0.044
H 1.995 -0.872 -3.401
H 1.348 0.454 -2.446
H 1.158 -1.171 -1.850
H -0.109 -0.072 -4.432
H -0.921 -0.097 -2.858
H 0.554 -2.085 -5.483
H -0.128 -3.643 -4.951
H 1.185 -2.885 -4.026
H -2.203 -2.849 -4.976
H -1.590 -1.302 -5.552
H -3.776 -1.783 -3.483
H -3.769 -0.800 -4.934
H -2.908 -0.242 -3.511
H 0.025 -3.080 -2.181
H -1.423 -3.745 -2.942
H -1.865 -3.101 -0.720
H -2.820 -2.038 -1.751
H -2.669 -1.045 0.552
H -2.650 0.285 -0.638
H -1.412 0.184 0.634
*
```



(3)
ORCA calculation (ωB97M-V/def2-TZVPD) on C13H34BF4GeIrN2O2Si3 as an isolated structure in a non-equilibrium geometry.

Values from the calculation:
* HOMO (alpha / beta): -10.37 / -11.22 eV
* ⟨S²⟩: 8.80
* frontier orbital gap (alpha / beta): 6.63 / 5.10 eV
* E_LUMO (alpha / beta): -3.743 / -6.125 eV

```
! wB97M-V def2-TZVPD RIJCOSX def2/J DEFGRID3
* xyz 1 6
Ir -0.135 -1.989 0.384
C 3.884 -3.428 1.344
C 2.430 -3.111 1.288
N 1.785 -2.886 0.166
O 2.599 -2.711 -0.946
C 1.653 -3.017 2.483
C 2.099 -3.519 3.820
N 0.519 -2.354 2.336
O -0.328 -2.170 3.235
H 4.315 -3.449 0.349
H 4.030 -4.394 1.829
H 4.403 -2.681 1.947
H 2.143 -3.165 -1.664
H 2.967 -2.955 4.169
H 2.368 -4.574 3.786
H 1.286 -3.377 4.528
C 2.899 0.743 -0.940
Si 1.391 1.366 -1.873
C 1.403 3.240 -1.986
C 1.124 0.513 -3.531
Ge -0.580 0.160 -0.629
Si -0.533 1.491 1.780
C -1.897 0.739 2.808
C -0.687 3.335 1.444
C 1.202 0.990 2.327
Si -2.658 1.271 -1.712
C -2.136 3.069 -1.980
C -3.912 1.159 -0.316
C -2.885 0.490 -3.402
H 3.782 0.895 -1.567
H 2.824 -0.323 -0.721
H 3.053 1.285 -0.007
H 2.244 3.532 -2.621
H 1.553 3.711 -1.013
H 0.496 3.648 -2.430
H 2.074 0.436 -4.066
H 0.425 1.070 -4.155
H 0.730 -0.496 -3.391
H -2.895 0.971 2.438
H -1.812 1.120 3.830
H -1.782 -0.346 2.851
H -1.718 3.618 1.227
H -0.056 3.670 0.620
H -0.376 3.881 2.340
H 1.564 0.139 1.751
H 1.165 0.683 3.376
H 1.914 1.811 2.234
H -1.574 3.489 -1.144
H -3.033 3.682 -2.107
H -1.542 3.172 -2.889
H -3.933 2.085 0.260
H -3.704 0.318 0.345
H -4.904 0.978 -0.736
H -2.124 0.853 -4.094
H -3.868 0.764 -3.795
H -2.843 -0.595 -3.359
F -2.489 -1.983 0.391
B -2.938 -2.613 -0.863
F -3.225 -3.917 -0.652
F -3.977 -1.857 -1.367
F -1.779 -2.465 -1.730
*
```



Which formula does entry 1 have?
C13H33N4O11SZr